{
  "formula": "C24H21N2OS6V",
  "method": "wB97M-V/def2-TZVPD",
  "elements": ["V", "S", "C", "S", "C", "C", "S", "S", "S", "C", "C", "C", "N", "C", "S", "N", "C", "O", "C", "C", "C", "C", "C", "C", "H", "H", "H", "H", "H", "H", "H", "H", "H", "H", "H", "H", "H", "H", "C", "C", "C", "C", "C", "C", "C", "C", "C", "C", "H", "H", "H", "H", "H", "H", "H"],
  "coordinates": [[-0.978, -0.157, -1.596], [3.953, -4.785, -0.100], [2.869, -3.722, -0.728], [1.340, -4.163, -1.387], [0.755, -2.551, -1.739], [1.617, -1.542, -1.475], [1.328, 0.153, -1.787], [3.143, -2.013, -0.764], [-0.866, -2.353, -2.376], [3.320, 1.658, 1.682], [2.057, 2.374, 2.155], [0.796, 1.911, 1.442], [0.614, 0.478, 1.660], [-0.422, -0.232, 1.288], [-1.830, 0.499, 0.592], [-0.426, -1.585, 1.442], [0.517, -2.507, 1.971], [0.411, -3.658, 1.644], [1.527, -2.039, 2.960], [2.831, -2.513, 2.853], [3.776, -2.125, 3.791], [3.415, -1.299, 4.846], [2.103, -0.860, 4.975], [1.158, -1.225, 4.030], [4.205, 2.115, 2.123], [3.413, 1.710, 0.596], [3.343, 0.602, 1.968], [2.153, 3.444, 1.965], [1.933, 2.256, 3.235], [0.879, 2.077, 0.365], [-0.086, 2.438, 1.803], [1.420, -0.023, 2.011], [-1.226, -2.041, 1.020], [3.104, -3.181, 2.045], [4.793, -2.481, 3.697], [4.155, -1.006, 5.579], [1.812, -0.239, 5.812], [0.134, -0.884, 4.130], [-5.957, 0.786, -3.906], [-5.308, -0.256, -3.209], [-3.990, -0.134, -2.875], [-3.247, 1.028, -3.208], [-1.871, 1.162, -2.848], [-1.206, 2.309, -3.205], [-1.857, 3.354, -3.904], [-3.173, 3.235, -4.243], [-3.905, 2.067, -3.905], [-5.271, 1.917, -4.247], [-7.001, 0.682, -4.174], [-5.858, -1.151, -2.949], [-3.492, -0.950, -2.355], [-0.154, 2.426, -2.963], [-1.308, 4.248, -4.173], [-3.678, 4.030, -4.779], [-5.767, 2.716, -4.786]],
  "multiplicity": 3,
  "orbital_gap_ev": [6.51, 6.65],
  "e_tot_ev": -120957.498,
  "e_above_lowest_kcal_mol": 0.00
}

=====

{
  "formula": "C24H21N3PRu",
  "method": "wB97M-V/def2-TZVPD",
  "elements": ["Ru", "N", "C", "C", "C", "C", "C", "C", "P", "C", "C", "C", "C", "C", "C", "C", "C", "C", "C", "C", "C", "H", "H", "H", "H", "H", "H", "H", "H", "H", "H", "H", "H", "H", "H", "H", "H", "N", "C", "C", "C", "C", "N", "C", "C", "H", "H", "H", "H", "H"],
  "coordinates": [[-0.353, 0.434, 1.099], [1.538, -0.059, 0.492], [2.528, -0.201, 1.563], [3.876, -0.121, 1.298], [4.779, -0.247, 2.353], [4.341, -0.444, 3.658], [2.987, -0.526, 3.927], [2.069, -0.411, 2.868], [0.348, -0.613, 3.114], [-0.275, -0.158, 4.671], [-1.271, -0.951, 5.278], [-1.718, -0.610, 6.538], [-1.200, 0.517, 7.178], [-0.227, 1.312, 6.570], [0.240, 0.988, 5.315], [-0.462, -1.832, 2.173], [0.210, -2.900, 1.521], [-0.514, -3.747, 0.725], [-1.901, -3.551, 0.547], [-2.570, -2.517, 1.178], [-1.863, -1.644, 1.992], [1.876, 0.647, -0.163], [1.472, -0.926, -0.050], [4.237, 0.041, 0.289], [5.840, -0.186, 2.146], [5.058, -0.541, 4.461], [2.638, -0.697, 4.937], [-1.653, -1.839, 4.792], [-2.460, -1.225, 7.028], [-1.556, 0.776, 8.167], [0.163, 2.180, 7.083], [1.000, 1.602, 4.845], [1.268, -3.066, 1.690], [-0.028, -4.585, 0.243], [-2.451, -4.232, -0.090], [-3.632, -2.379, 1.029], [-2.404, -0.876, 2.541], [-1.213, -1.111, -1.418], [-0.980, -0.517, -0.455], [-0.331, 4.898, -0.516], [-0.762, 4.567, 0.764], [-0.726, 3.247, 1.152], [-0.253, 2.279, 0.336], [0.155, 2.596, -0.912], [0.125, 3.895, -1.365], [-0.366, 5.926, -0.854], [-1.140, 5.317, 1.444], [-1.086, 2.940, 2.131], [0.458, 1.778, -1.555], [0.441, 4.116, -2.375]],
  "orbital_gap_ev": [6.52, 6.52],
  "e_tot_ev": -41540.809,
  "total_charge": 3,
  "e_above_lowest_kcal_mol": 5.83
}

=====

{
  "formula": "C24H21N5O5S3Yb",
  "method": "wB97M-V/def2-TZVPD",
  "elements": ["Yb", "O", "C", "O", "C", "C", "C", "C", "C", "N", "C", "O", "O", "H", "H", "H", "C", "C", "N", "N", "C", "S", "S", "C", "C", "C", "C", "C", "C", "C", "C", "C", "C", "C", "C", "C", "O", "H", "H", "H", "H", "H", "H", "H", "H", "H", "H", "H", "H", "H", "H", "N", "C", "N", "S", "H", "H", "H", "H"],
  "coordinates": [[-0.363, -1.495, 0.445], [-4.157, -1.781, 2.314], [-2.990, -1.575, 1.999], [-2.525, -1.194, 0.872], [-1.867, -1.835, 3.004], [-1.741, -1.354, 4.392], [-0.462, -1.567, 4.720], [0.285, -2.162, 3.569], [1.256, -1.243, 2.804], [-0.813, -2.443, 2.598], [1.920, -2.010, 1.729], [2.560, -3.022, 1.976], [1.715, -1.566, 0.464], [-2.520, -0.893, 4.968], [-0.005, -1.341, 5.669], [0.899, -3.040, 3.786], [0.297, 3.213, -0.580], [-0.028, 1.979, 0.225], [-0.460, 0.903, -0.347], [-0.753, 1.185, -1.714], [-0.891, 0.179, -2.486], [-0.738, -1.526, -2.231], [-1.244, 0.617, -4.196], [-0.027, 1.933, -4.411], [1.349, 1.419, -4.712], [2.164, 0.944, -3.692], [3.413, 0.420, -3.975], [3.871, 0.372, -5.283], [3.066, 0.848, -6.308], [1.813, 1.363, -6.020], [0.151, 2.120, 1.710], [0.040, 3.410, 2.254], [0.270, 3.677, 3.589], [0.664, 2.640, 4.426], [0.752, 1.352, 3.943], [0.444, 1.089, 2.609], [0.419, -0.182, 2.164], [0.789, 2.930, -1.511], [0.948, 3.877, -0.023], [-0.609, 3.748, -0.863], [-0.038, 2.540, -3.507], [-0.389, 2.548, -5.236], [1.802, 0.955, -2.669], [4.022, 0.035, -3.170], [4.845, -0.042, -5.503], [3.411, 0.810, -7.332], [1.182, 1.720, -6.824], [-0.240, 4.228, 1.611], [0.166, 4.683, 3.967], [0.894, 2.833, 5.465], [1.072, 0.527, 4.557], [-3.224, -4.442, 1.094], [-2.573, -4.019, -0.013], [-3.306, -3.416, -0.962], [-0.926, -4.372, -0.224], [-4.050, -3.934, 1.400], [-2.608, -4.759, 1.830], [-4.157, -2.948, -0.676], [-2.771, -2.938, -1.688]],
  "multiplicity": 2,
  "orbital_gap_ev": [6.86, 6.86],
  "e_tot_ev": -106957.774,
  "total_charge": -1,
  "e_above_lowest_kcal_mol": 96.53
}

=====

{
  "formula": "C24H21NP2ReSbSe4Te",
  "method": "wB97M-V/def2-TZVPD",
  "elements": ["Re", "N", "P", "C", "C", "C", "C", "C", "C", "C", "C", "C", "C", "C", "C", "P", "C", "C", "C", "C", "C", "C", "C", "C", "C", "C", "C", "C", "H", "H", "H", "H", "H", "H", "H", "H", "H", "H", "H", "H", "H", "H", "H", "H", "H", "H", "H", "H", "H", "Se", "Sb", "Se", "Se", "Se", "Te"],
  "coordinates": [[0.492, -2.811, 0.675], [0.186, 0.440, -0.501], [1.763, 0.467, 0.040], [2.578, 1.816, -0.758], [2.570, 1.882, -2.157], [3.218, 2.920, -2.795], [3.884, 3.884, -2.045], [3.902, 3.816, -0.660], [3.249, 2.782, -0.008], [1.805, 0.639, 1.813], [0.743, 1.277, 2.458], [0.766, 1.424, 3.837], [1.844, 0.940, 4.566], [2.902, 0.305, 3.928], [2.884, 0.148, 2.550], [-0.800, -0.948, -0.289], [-2.282, -0.345, 0.539], [-2.742, -0.867, 1.743], [-3.876, -0.340, 2.345], [-4.544, 0.718, 1.751], [-4.093, 1.245, 0.545], [-2.974, 0.712, -0.065], [-1.360, -1.342, -1.967], [-2.670, -1.782, -2.176], [-3.084, -2.167, -3.442], [-2.196, -2.111, -4.508], [-0.895, -1.666, -4.309], [-0.476, -1.291, -3.044], [-0.246, 1.315, -0.778], [2.059, 1.125, -2.742], [3.212, 2.981, -3.875], [4.395, 4.693, -2.548], [4.422, 4.570, -0.088], [3.259, 2.735, 1.073], [-0.104, 1.652, 1.896], [-0.053, 1.919, 4.339], [1.861, 1.058, 5.641], [3.739, -0.066, 4.503], [3.708, -0.356, 2.055], [-2.234, -1.700, 2.208], [-4.238, -0.758, 3.274], [-5.425, 1.131, 2.223], [-4.624, 2.062, 0.077], [-2.657, 1.106, -1.025], [-3.384, -1.792, -1.359], [-4.102, -2.496, -3.598], [-2.521, -2.407, -5.496], [-0.207, -1.615, -5.142], [0.546, -0.958, -2.900], [-1.070, -4.407, 2.526], [-1.651, -4.322, -0.040], [0.345, -2.528, 2.921], [1.710, -4.787, 0.130], [-0.016, -6.113, -0.736], [2.483, -1.789, -0.601]],
  "orbital_gap_ev": 5.93,
  "e_tot_ev": -322632.136,
  "total_charge": 2,
  "e_above_lowest_kcal_mol": 0.00
}